(1)
# C29H34Cl4CrN5O2

A molecular structure, C29H34Cl4CrN5O2 (ωB97M-V with the def2-TZVPD basis set, OMol25).

Results
frontier orbital gap (alpha / beta) = 7.4 / 7.5 eV
energy relative to the best compared isomer or geometry (same formula, charge and spin) = 0.0000 eV
spin multiplicity = 2

```
75
C29H34Cl4CrN5O2 (ωB97M-V with the def2-TZVPD basis set)
Cr 0.047 0.248 0.518
C -0.622 0.833 4.514
C 0.807 0.315 4.284
N 1.304 0.656 2.961
C 2.729 0.433 2.792
C 3.057 0.338 1.315
N 2.103 -0.516 0.577
C 2.346 -1.974 0.671
C 1.803 -2.677 1.911
C 0.373 -3.167 1.763
N -0.593 -2.078 1.611
C -1.528 -1.922 2.714
C -2.388 -0.710 2.423
N -1.564 0.471 2.161
C -1.379 1.373 3.305
H -0.588 1.659 5.228
H -1.219 0.056 4.997
H 0.835 -0.775 4.383
H 1.460 0.702 5.078
H 1.093 1.619 2.719
H 3.010 -0.484 3.314
H 3.339 1.232 3.232
H 4.079 -0.031 1.181
H 2.983 1.332 0.874
H 2.263 -0.305 -0.406
H 3.424 -2.151 0.588
H 1.873 -2.416 -0.209
H 1.864 -2.036 2.790
H 2.440 -3.544 2.107
H 0.114 -3.762 2.646
H 0.305 -3.844 0.905
H -1.091 -2.182 0.733
H -0.956 -1.784 3.634
H -2.172 -2.800 2.866
H -3.104 -0.536 3.234
H -2.967 -0.909 1.517
H -2.019 1.009 1.422
H -2.364 1.688 3.669
H -0.888 2.270 2.921
Cl 0.133 6.778 -1.203
C -0.403 5.156 -0.949
C -1.621 4.719 -1.453
Cl -2.619 5.791 -2.371
C -2.043 3.402 -1.232
Cl -3.541 2.804 -1.857
C -1.249 2.525 -0.510
O -1.542 1.261 -0.263
C -0.017 2.972 -0.016
O 0.706 2.034 0.636
C 0.399 4.266 -0.221
Cl 1.938 4.738 0.425
N -0.126 -0.797 -0.926
C -0.232 -0.864 -2.176
C -0.498 -2.183 -2.846
C -1.316 -3.132 -2.243
C -1.506 -4.377 -2.822
C -0.870 -4.692 -4.017
C -0.058 -3.749 -4.630
C 0.120 -2.499 -4.052
C -0.081 0.374 -3.014
C 0.803 1.370 -2.615
C 0.877 2.573 -3.299
C 0.057 2.791 -4.398
C -0.826 1.800 -4.808
C -0.891 0.594 -4.124
H -1.832 -2.877 -1.323
H -2.158 -5.099 -2.347
H -1.012 -5.665 -4.470
H 0.436 -3.984 -5.565
H 0.750 -1.763 -4.537
H 1.425 1.215 -1.739
H 1.559 3.345 -2.964
H 0.098 3.736 -4.925
H -1.476 1.971 -5.656
H -1.594 -0.169 -4.434
```

Atomic partial charges in e from the Mulliken method, atoms 1 to 6: Cr 0.58; C -0.83; C -0.88; N 0.30; C -1.22; C -0.80

***

(2)
# C29H34FeN7O6S2

A molecular structure, C29H34FeN7O6S2 (ωB97M-V with the def2-TZVPD basis set, OMol25).

Results
frontier orbital gap (alpha / beta) = 7.4 / 7.4 eV
energy relative to the best compared isomer or geometry (same formula, charge and spin) = 0.6874 eV
total charge = -1
spin multiplicity = 5

```
79
C29H34FeN7O6S2 (ωB97M-V with the def2-TZVPD basis set)
Fe -0.374 0.091 1.026
O -1.641 -2.051 4.350
C -1.454 -1.641 3.215
O -1.474 -0.434 2.787
C -1.065 -2.682 2.054
O -1.302 -3.873 2.199
O -0.524 -2.095 1.057
C -2.030 -2.477 -3.540
N -1.071 -2.258 -2.477
C 0.233 -2.824 -2.741
C -1.242 -1.220 -1.585
N -0.299 -0.413 -1.193
C 0.736 -0.032 -2.050
C 0.384 0.326 -3.344
C 1.330 0.658 -4.317
C 2.653 0.666 -3.989
C 3.060 0.431 -2.655
C 4.432 0.574 -2.346
C 4.860 0.488 -1.054
C 3.940 0.194 -0.046
C 2.598 -0.061 -0.304
N 1.788 -0.351 0.791
C 2.210 -1.133 1.757
N 1.927 -0.863 3.052
C 1.577 0.483 3.490
C 1.653 -1.913 4.022
N 2.914 -2.289 1.530
C 4.066 -2.638 2.333
C 2.836 -2.959 0.252
C 2.105 0.099 -1.641
N -2.516 -1.154 -1.085
C -2.960 0.052 -0.403
C -3.135 -2.394 -0.610
H -1.598 -2.166 -4.500
H -2.930 -1.894 -3.363
H -2.291 -3.536 -3.609
H 0.705 -2.387 -3.627
H 0.117 -3.899 -2.900
H 0.886 -2.669 -1.885
H -0.668 0.331 -3.601
H 1.005 0.903 -5.321
H 3.414 0.886 -4.728
H 5.123 0.795 -3.151
H 5.900 0.657 -0.801
H 4.269 0.173 0.986
H 1.794 1.203 2.704
H 2.175 0.728 4.372
H 0.520 0.560 3.756
H 1.621 -2.883 3.532
H 0.681 -1.743 4.487
H 2.418 -1.932 4.805
H 4.186 -1.933 3.151
H 4.972 -2.604 1.714
H 3.968 -3.645 2.747
H 1.878 -2.734 -0.213
H 2.891 -4.037 0.422
H 3.646 -2.666 -0.426
H -2.423 0.914 -0.793
H -2.819 0.001 0.687
H -4.026 0.189 -0.588
H -3.372 -3.063 -1.437
H -4.063 -2.138 -0.102
H -2.482 -2.911 0.096
O -4.168 3.453 3.326
S -3.051 4.217 2.846
O -2.584 5.288 3.687
N -1.793 3.259 2.391
C -1.548 3.371 1.118
S -0.254 2.616 0.313
C -2.474 4.263 0.364
C -2.497 4.532 -0.995
C -3.489 5.371 -1.484
C -4.435 5.935 -0.633
C -4.396 5.681 0.734
C -3.409 4.844 1.203
H -1.755 4.085 -1.644
H -3.529 5.592 -2.543
H -5.215 6.564 -1.041
H -5.117 6.126 1.408
```

Atomic partial charges in e from the Mulliken method, atoms 1 to 6: Fe 0.89; O -0.73; C 0.07; O -0.68; C 0.68; O -0.77

***

(3)
# C29H34N5O3SW

A molecular structure, C29H34N5O3SW (ωB97M-V with the def2-TZVPD basis set, OMol25).

Results
frontier orbital gap = 6.5 eV
energy relative to the best compared isomer or geometry (same formula, charge and spin) = 0.9783 eV
total charge = +3

```
73
C29H34N5O3SW (ωB97M-V with the def2-TZVPD basis set)
W -0.092 0.115 0.269
C 2.596 -1.160 -0.675
N 1.451 -1.648 0.169
C 2.099 -2.130 1.465
C 1.240 -2.111 2.713
C 1.193 -0.707 3.277
N 1.291 0.290 2.186
C 1.868 1.385 2.524
C 2.103 2.556 1.699
C 2.777 3.663 2.207
C 2.992 4.769 1.397
C 2.549 4.774 0.076
C 1.890 3.673 -0.460
C 1.680 2.596 0.374
O 1.034 1.489 -0.083
C 0.911 -2.866 -0.524
C -0.143 -3.591 0.284
C -1.437 -2.848 0.586
N -1.352 -1.474 1.199
C -2.300 -1.267 2.068
C -2.644 -0.064 2.752
C -3.699 -0.055 3.680
C -4.035 1.115 4.324
C -3.324 2.287 4.050
C -2.284 2.307 3.130
C -1.965 1.123 2.496
O -0.947 1.085 1.612
H 3.403 -1.890 -0.611
H 2.951 -0.201 -0.307
H 2.277 -1.067 -1.706
H 2.970 -1.498 1.628
H 2.464 -3.136 1.260
H 1.683 -2.781 3.450
H 0.245 -2.486 2.523
H 2.034 -0.551 3.952
H 0.278 -0.529 3.847
H 2.247 1.460 3.544
H 3.135 3.654 3.229
H 3.511 5.632 1.792
H 2.720 5.643 -0.544
H 1.547 3.650 -1.485
H 1.752 -3.542 -0.688
H 0.549 -2.564 -1.499
H 0.289 -3.983 1.203
H -0.427 -4.476 -0.291
H -2.019 -3.471 1.264
H -2.025 -2.748 -0.325
H -2.942 -2.115 2.301
H -4.243 -0.971 3.880
H -4.844 1.130 5.040
H -3.588 3.203 4.563
H -1.740 3.214 2.903
O -0.818 -0.964 -1.197
N -1.750 -0.688 -2.124
C -2.031 -1.647 -3.043
C -3.000 -1.397 -3.968
C -3.682 -0.169 -3.934
C -3.364 0.776 -2.989
C -2.356 0.500 -2.059
S -1.803 1.532 -0.821
H -1.459 -2.559 -2.970
H -3.230 -2.150 -4.708
H -4.464 0.033 -4.654
H -3.874 1.727 -2.938
C 2.009 -0.476 -5.856
C 1.825 0.863 -5.132
C 1.308 0.691 -3.765
N 0.915 0.542 -2.693
H 2.567 -0.309 -6.774
H 1.049 -0.916 -6.118
H 2.567 -1.184 -5.245
H 1.138 1.513 -5.674
H 2.772 1.399 -5.056
```

Atomic partial charges in e from the Mulliken method, atoms 1 to 6: W 0.67; C -1.28; N -0.41; C -1.29; C -0.16; C -1.38